DFT (wB97M-V/def2-TZVPD) results for a structure of composition C30H50BrN3NiP2S.

Values from the calculation:
Gap between HOMO and LUMO (alpha / beta), eV: 6.0 / 4.1
Strongest force on any atom, eV Å⁻¹: 3.96
E, eV: -176867.4002
HOMO (alpha / beta), eV: -12.35 / -12.35

```
! wB97M-V def2-TZVPD RIJCOSX def2/J DEFGRID3
* xyz 2 3
C -0.634 6.875 -3.645
C -0.831 5.486 -3.679
C -1.097 4.999 -4.993
C -1.094 5.877 -6.100
N -0.881 7.203 -6.041
C -0.651 7.665 -4.806
C -0.777 4.751 -2.417
C -0.779 4.000 -1.410
C -1.180 2.672 -0.842
C -0.079 1.716 -0.882
C -0.374 0.360 -0.907
C -1.542 -0.016 -0.169
C -2.682 0.800 -0.331
C -2.490 2.109 -0.833
Ni -0.352 3.592 0.480
P 2.335 -0.509 0.644
H -1.324 3.963 -5.203
H -0.473 7.383 -2.709
H -1.269 5.512 -7.122
H -0.465 8.738 -4.740
H -3.331 2.692 -1.121
H 0.908 2.003 -1.262
H -3.656 0.302 -0.342
H 0.315 -0.410 -1.321
C 2.301 -1.990 1.779
C 2.986 -3.270 1.305
H 1.220 -2.179 1.923
H 2.737 -1.624 2.732
H 3.042 -3.949 2.167
H 2.430 -3.792 0.513
H 4.031 -3.136 0.992
C 2.571 -1.334 -0.921
C 3.354 -0.650 -2.014
H 1.611 -1.709 -1.323
H 3.118 -2.252 -0.670
H 3.339 -1.296 -2.899
H 2.914 0.314 -2.287
H 4.403 -0.504 -1.719
C 4.000 0.238 1.058
C 5.181 -0.718 0.879
H 3.904 0.614 2.099
H 4.040 1.107 0.370
H 6.058 -0.067 0.980
H 5.223 -1.488 1.677
H 5.195 -1.175 -0.134
Br -1.323 -1.353 1.013
P -2.301 -2.922 -2.024
C -0.515 -3.197 -1.792
C -0.059 -4.637 -2.086
H -0.302 -2.930 -0.760
H 0.010 -2.469 -2.421
H 1.036 -4.663 -2.127
H -0.396 -5.316 -1.299
H -0.428 -4.999 -3.045
C -3.440 -2.910 -0.540
C -4.797 -3.512 -0.810
H -3.538 -1.858 -0.219
H -2.941 -3.442 0.275
H -5.291 -3.654 0.147
H -5.397 -2.829 -1.417
H -4.696 -4.476 -1.300
C -2.577 -1.375 -3.044
C -2.891 -1.716 -4.518
H -1.702 -0.709 -2.934
H -3.417 -0.849 -2.546
H -3.170 -0.794 -5.030
H -2.030 -2.147 -5.040
H -3.722 -2.428 -4.594
C 2.587 0.653 4.621
N 1.246 0.383 5.092
C 1.086 0.385 6.550
C 0.220 0.915 4.315
S 0.415 2.156 3.221
N -0.956 0.285 4.513
C -1.083 -0.926 5.346
C -2.155 0.652 3.785
H 3.310 0.378 5.383
H 2.717 1.709 4.361
H 2.775 0.070 3.721
H 0.275 1.046 6.916
H 0.928 -0.627 6.940
H 2.027 0.734 7.006
H -1.302 -0.664 6.395
H -1.940 -1.505 4.990
H -0.170 -1.558 5.311
H -2.137 1.725 3.624
H -2.215 0.100 2.847
H -2.996 0.371 4.415
*
```

These are the Löwdin partial charges, in e, on atoms 1 to 6: atom 1 (C): -0.018, atom 2 (C): -0.199, atom 3 (C): -0.002, atom 4 (C): -0.116, atom 5 (N): 0.085, atom 6 (C): -0.107